1.
ORCA calculation (wB97M-V/def2-TZVPD) on the molecule C10H15NO4.

As for the HOMO energy: -9.467 eV. Its total energy is -745.79495 hartree. As for the structure (SMILES): C=C(C)[C@H]1CN[C@H](C(=O)O)[C@H]1CC(=O)O.

```
30
Properties=species:S:1:pos:R:3:forces:R:3
C -1.859284 -2.208794 1.320879 -0.05 -0.06 -0.05
C -1.480639 -1.879384 0.094733 0.08 -0.01 -0.12
C -2.262432 -2.316787 -1.107471 -0.05 -0.03 0.11
C -0.197163 -1.130386 -0.172623 0.08 0.07 0.09
C -0.136945 -0.344337 -1.488559 -0.17 -0.21 -0.25
N 0.990246 0.579900 -1.335528 -0.16 0.32 -0.18
C 1.340652 0.647501 0.084153 0.38 -0.12 0.33
C 2.684424 -0.086742 0.285807 -0.45 0.28 -0.08
O 3.143469 -0.323801 1.368853 0.11 -0.04 0.10
O 3.260304 -0.425945 -0.857794 0.48 -0.25 -0.16
C 0.229539 -0.072418 0.863611 0.06 0.13 -0.12
C -0.888761 0.881423 1.317643 0.04 -0.19 -0.06
C -1.424915 1.804698 0.252968 0.11 0.23 0.10
O -0.788796 2.601706 -0.388887 0.07 0.14 -0.05
O -2.748950 1.679824 0.118950 -0.72 -0.19 -0.01
H -1.291948 -1.944280 2.195063 0.18 0.13 0.20
H -2.755568 -2.781049 1.492485 -0.17 -0.13 -0.01
H -3.088973 -2.956699 -0.810457 -0.06 -0.05 -0.03
H -1.620766 -2.870149 -1.792145 0.01 -0.06 -0.12
H -2.668949 -1.463632 -1.649359 -0.01 0.05 -0.08
H 0.608343 -1.877875 -0.199987 -0.03 0.05 -0.03
H 0.039356 -0.990681 -2.351800 -0.18 -0.01 0.06
H -1.078245 0.192330 -1.652286 0.07 -0.02 -0.06
H 0.757121 1.498801 -1.695129 0.01 -0.15 0.13
H 1.475554 1.678589 0.424884 0.01 -0.13 -0.10
H 2.633600 -0.141530 -1.571397 -0.04 0.08 0.30
H 0.650458 -0.539579 1.754866 -0.02 0.07 -0.04
H -0.480960 1.519445 2.105568 -0.06 0.03 -0.02
H -1.724803 0.308203 1.715540 0.11 0.12 0.08
H -3.096797 2.317261 -0.526751 0.36 -0.01 0.06
```
Forces are in eV/Å.



2.
ORCA calculation (wB97M-V/def2-TZVPD) on a structure of composition C3H6CeLiO4 in a non-equilibrium geometry.

As for the HOMO energy (alpha / beta): -16.852 / -16.821 eV. The multiplicity is 2. As for the total charge: +2. Its total energy is -900.97914 hartree.

```
15
Properties=species:S:1:pos:R:3:forces:R:3
O 1.395806 -0.927189 -2.954955 0.41 0.35 1.17
C 1.227186 -0.451640 -1.748625 1.33 -0.14 -2.10
O 0.109530 -0.263511 -1.247555 -1.13 0.82 1.97
O 2.357325 -0.132150 -1.205969 0.11 0.07 0.76
C 2.314297 0.650526 0.051740 -0.15 -0.33 -0.05
H 2.813585 1.594320 -0.215520 -0.18 -0.04 0.11
H 3.001725 0.151773 0.750819 -0.06 -0.06 -0.22
H -0.152865 -0.129407 3.543884 -0.61 0.03 -0.18
C 0.274007 -0.940276 -3.840865 -0.86 -0.27 -0.47
H 0.658367 -1.316866 -4.791901 -0.11 0.10 0.30
H -0.512042 -1.598392 -3.452137 0.23 0.13 -0.16
O -0.827797 0.147012 2.888002 1.04 0.07 -0.26
Ce 0.040599 0.894306 0.922474 0.21 -0.30 -1.33
Li -2.516168 0.023931 3.458291 -0.37 -0.20 0.46
H -0.118138 0.076124 -3.963849 0.15 -0.24 0.01
```
Forces are in eV/Å.



3.
ORCA calculation (wB97M-V/def2-TZVPD) on a structure of composition C19H16N4PdS2 in a non-equilibrium geometry.

As for the HOMO energy: 0.151 eV. As for the total charge: -2. Its total energy is -1876.76081 hartree.

```
42
Properties=species:S:1:pos:R:3:forces:R:3
Pd 1.282074 0.105883 -0.492024 0.55 -0.23 0.13
C 5.490074 1.250483 2.254476 -0.18 -0.46 -0.06
S 5.167074 -0.541917 2.348376 0.20 0.14 0.08
C 3.589774 -0.470117 1.485976 -0.06 -0.16 0.04
S 3.661874 -0.417617 -0.239324 -0.23 -0.04 -0.27
N 2.580974 -0.379317 2.280276 0.46 -0.29 0.96
N 1.417074 -0.004117 1.752376 -1.26 0.03 -0.21
C 0.259574 -0.505717 2.081976 1.48 -0.08 0.23
C -0.869126 -0.076917 1.263676 -0.99 0.45 0.06
C -2.159926 -0.485917 1.564276 0.86 -0.03 0.59
C -3.289626 -0.405217 0.718476 -0.67 0.05 -0.67
C -3.306426 -0.163617 -0.613724 -0.37 0.02 0.22
C -2.073926 -0.012017 -1.433624 0.25 0.20 0.05
N -0.469926 0.699683 0.244776 0.49 -0.47 -0.12
H 6.430274 1.455983 2.759076 0.09 0.04 0.05
H 4.668974 1.772683 2.739876 0.03 0.11 0.03
H 5.545774 1.528283 1.205176 0.03 0.12 -0.02
H 0.176174 -1.363917 2.752576 -0.01 0.18 0.07
H -2.313426 -0.906017 2.555076 0.05 -0.07 -0.02
H -4.248426 -0.596817 1.199376 -0.04 0.10 -0.02
H -4.261626 -0.045817 -1.117124 -0.07 -0.05 0.10
H -2.335126 0.225583 -2.473024 0.08 -0.01 0.16
C -0.130726 3.766883 -1.095524 0.42 0.53 0.29
C -1.410026 3.599383 -0.524224 -0.11 0.10 -0.05
C -2.003726 2.385183 -0.517124 -0.33 -0.07 -0.07
C -1.198026 1.176783 -0.888724 -0.58 0.46 -0.36
N -0.163026 1.485883 -1.882724 -0.26 0.49 -0.50
C 0.387274 2.688983 -1.797324 -0.34 -0.23 -0.50
C -1.284726 -1.316717 -1.394624 0.36 -0.06 -0.20
C -2.001826 -2.495117 -1.586924 0.03 -0.15 -0.16
C -1.419126 -3.739117 -1.419124 -0.20 -0.26 -0.07
C -0.090226 -3.828217 -1.042824 0.10 -0.10 0.00
C 0.649574 -2.665717 -0.892824 0.23 -0.22 -0.14
C 0.084874 -1.405717 -1.102624 0.35 -0.04 0.31
H 0.358074 4.734683 -1.102724 0.05 -0.04 -0.05
H -1.948526 4.472683 -0.154524 -0.01 -0.07 0.01
H -3.004626 2.240983 -0.138524 -0.12 0.01 0.02
H 1.240174 2.854983 -2.469224 -0.07 -0.08 0.18
H -3.055926 -2.438417 -1.838324 -0.01 0.04 0.05
H -2.012626 -4.640117 -1.549224 -0.01 0.02 -0.01
H 0.365474 -4.795917 -0.850624 0.01 0.01 -0.04
H 1.695574 -2.744917 -0.589224 -0.24 0.10 -0.09
```
Forces are in eV/Å.



4.
ORCA calculation (wB97M-V/def2-TZVPD) on the ion C13H9N6O9S2 with charge -1 in a non-equilibrium geometry.

As for the HOMO energy: -4.975 eV. As for the total charge: -1. Its total energy is -2302.60759 hartree.

```
39
Properties=species:S:1:pos:R:3:forces:R:3
C -0.566541 -2.163715 -2.429424 0.37 0.21 0.77
O 0.290900 -1.878364 -1.241702 -0.91 0.30 -0.84
C -0.101827 -0.847564 -0.430206 6.66 -0.77 -1.09
S 1.025710 -1.125714 1.169828 0.70 0.15 1.17
O 0.487161 -0.313496 2.250528 0.27 -0.64 -1.03
O 1.385269 -2.508448 1.408384 -0.66 0.79 -0.48
C 2.654173 -0.380779 0.745088 -0.90 0.11 -0.34
C 2.725052 0.403506 -0.382023 -0.78 0.05 -0.04
C 3.924703 0.981720 -0.781664 0.10 0.05 0.12
C 5.044144 0.843243 0.043514 -0.37 -0.02 -0.30
C 4.963291 0.090064 1.214098 -0.43 -0.21 0.09
C 3.771713 -0.557224 1.556453 0.06 0.03 0.05
S 1.133093 0.777585 -1.219576 0.01 0.24 -0.11
O 1.419938 0.573958 -2.633136 -0.47 -0.15 0.91
O 0.698112 2.087919 -0.756141 0.28 -1.09 -0.17
H -0.020656 -2.889974 -3.020793 0.24 0.03 0.13
H -1.483070 -2.636859 -2.058681 0.18 0.06 -0.28
H -0.772835 -1.261334 -3.030224 0.16 -0.30 0.50
H 3.968946 1.536274 -1.712971 -0.01 0.04 0.14
H 5.973124 1.335482 -0.235057 -0.15 -0.14 0.06
H 5.825225 -0.001882 1.872705 -0.17 0.00 -0.18
H 3.700984 -1.163232 2.454519 0.01 0.04 -0.14
O -4.469202 3.555814 0.787100 0.53 -1.64 0.50
N -4.227736 2.481369 1.358078 -0.19 -0.15 0.73
O -4.796512 2.134999 2.424178 0.65 0.61 -1.32
C -3.249556 1.533173 0.828313 -0.66 0.52 0.97
C -2.891807 0.413472 1.591574 -0.14 0.45 -0.55
C -2.049062 -0.555386 1.095246 -0.56 -1.23 0.24
N -1.991084 -1.853743 1.704646 -0.68 0.27 1.07
O -2.493687 -2.036419 2.841989 0.90 0.17 -1.91
O -1.444847 -2.761947 1.032397 -0.53 0.91 0.73
C -1.485105 -0.588117 -0.302695 -4.55 1.69 -0.33
N -1.953861 0.656197 -0.981777 -0.21 0.75 -0.08
N -1.702347 0.917785 -2.294835 -0.36 0.99 0.15
N -2.275979 2.068606 -2.557429 0.40 -1.44 0.66
N -2.934655 2.560706 -1.495883 0.47 -1.54 0.95
C -2.747076 1.644381 -0.499271 0.24 0.91 -1.14
H -3.324649 0.289189 2.581324 0.09 -0.05 -0.27
H -2.009443 -1.361246 -0.896474 0.39 0.01 0.65
```
Forces are in eV/Å.



5.
ORCA calculation (wB97M-V/def2-TZVPD) on the ion C5H13N2S with charge +1 in a non-equilibrium geometry.

As for the HOMO energy: -11.095 eV. As for the total charge: +1. Its total energy is -705.67976 hartree.

```
21
Properties=species:S:1:pos:R:3:forces:R:3
C -0.671507 0.314251 1.190549 -0.52 0.42 -1.02
C -2.747921 -0.529114 -1.007771 0.73 0.45 0.10
C 0.556479 -0.440338 0.696962 -0.24 -0.48 0.28
C 1.379307 0.284889 -0.332304 0.23 -0.62 -0.77
C 1.703902 1.713708 -0.223528 0.19 0.33 -0.06
N 0.263256 -1.777920 0.195993 -0.09 -0.09 0.04
N 1.807576 -0.442566 -1.317502 -0.30 0.56 0.66
S -1.929918 0.729941 -0.304888 -0.17 -1.06 0.82
H -1.202312 -0.282406 1.926905 0.00 -0.04 0.01
H -0.432005 1.289513 1.599826 0.06 0.19 0.18
H -2.355179 -0.854443 -1.951557 0.04 0.10 -0.31
H -3.344208 -1.209200 -0.432475 -0.18 -0.08 0.26
H 1.236564 -0.538322 1.560389 0.06 0.07 -0.18
H 1.783947 2.032901 0.812611 0.01 -0.07 0.07
H 0.900537 2.300201 -0.676287 -0.12 -0.05 0.00
H 2.621793 1.957503 -0.754473 0.03 0.01 0.00
H -2.823785 1.106406 0.637157 0.16 0.30 -0.13
H -0.649719 -1.799530 -0.252299 -0.03 0.02 0.04
H 1.497627 -1.421059 -1.289798 0.01 -0.05 0.01
H 2.403059 -0.091329 -2.054075 0.04 0.09 0.02
H 0.256844 -2.466129 0.937183 0.08 0.00 -0.01
```
Forces are in eV/Å.



6.
ORCA calculation (wB97M-V/def2-TZVPD) on a cluster of 4 separate species, C29H32Cl2F3NO4P in total in a non-equilibrium geometry.

As for the HOMO energy: -10.803 eV. As for the total charge: +1. Its total energy is -3041.12730 hartree.

```
72
Properties=species:S:1:pos:R:3:forces:R:3
C 2.336559 0.635777 -0.823328 -0.69 -0.17 0.56
C 1.528836 -0.650744 -0.540227 0.41 -0.14 -0.26
C 0.368260 -0.882747 -1.525921 0.23 0.28 -0.03
Cl 0.201333 -2.635730 -1.830494 -0.03 -0.02 -0.11
C -0.976112 -0.272652 -1.035111 0.57 -0.17 0.87
C -2.293097 -1.084945 -1.146463 -0.24 1.04 0.13
C -3.076198 -0.811061 0.153188 -0.19 -0.39 -0.31
C -4.562450 -1.055530 0.074384 -0.25 -0.06 0.16
O -5.181457 -1.297025 -0.911879 -0.04 -0.18 -0.15
O -5.184377 -1.037018 1.306506 0.06 0.21 -0.43
C -5.048251 0.135745 2.041729 0.36 0.32 0.57
C -5.608862 1.389573 1.432577 -0.39 -0.45 -0.43
O -4.512331 0.109182 3.100010 0.02 -0.19 0.24
C -2.846202 -0.489593 -2.451698 -0.18 -0.81 -0.65
C -2.381591 0.897666 -2.458400 0.14 -0.84 0.30
N -1.342079 1.013531 -1.700477 -0.60 0.74 -0.40
P -0.448657 2.593272 -1.543258 0.66 0.38 -0.15
O -1.575964 3.566474 -2.147787 -0.17 -0.32 0.22
Cl -0.711974 2.925921 0.453740 -0.15 -0.30 -0.15
H 2.014374 1.435395 -0.154091 0.01 0.14 -0.10
H 3.388664 0.462021 -0.616482 0.06 0.06 -0.16
H 2.187716 0.957073 -1.852326 0.31 0.07 -0.08
H 1.185542 -0.684855 0.494842 -0.07 0.00 -0.05
H 2.209082 -1.491900 -0.660460 -0.06 -0.06 -0.02
H 0.674269 -0.433336 -2.471254 -0.25 -0.16 -0.18
H -0.771465 0.044925 -0.009049 -0.20 -0.33 0.14
H -2.189776 -2.154711 -1.267119 0.39 0.00 0.06
H -2.910746 0.194534 0.548455 0.00 0.10 -0.05
H -2.692413 -1.495392 0.913931 0.03 0.14 0.11
H -6.195622 1.902455 2.190785 0.12 0.09 0.02
H -6.248681 1.154545 0.582774 0.03 0.11 -0.02
H -4.786435 2.029230 1.114513 0.01 0.08 0.07
H -2.276602 -0.956045 -3.278338 -0.02 0.08 0.08
H -3.871232 -0.708130 -2.736951 -0.15 0.37 0.40
H -2.809262 1.702397 -3.042173 0.23 0.19 0.08
H -2.308198 3.709013 -1.524382 -0.03 0.25 -0.20
F 0.683433 0.977320 2.251741 -0.02 -0.11 -0.02
C 1.194262 1.408117 3.440208 0.12 0.07 0.21
C 0.637174 0.942385 4.611017 -0.15 -0.14 -0.04
C 1.167819 1.383339 5.815426 0.09 0.06 -0.03
C 2.229738 2.277756 5.826036 -0.01 0.01 0.03
C 2.767768 2.734050 4.630523 -0.09 0.01 0.06
C 2.250324 2.293896 3.421287 0.04 0.05 -0.19
H -0.193654 0.249813 4.578648 0.01 0.00 -0.01
H 0.750595 1.025495 6.746548 -0.02 0.00 0.00
H 2.639994 2.618273 6.766788 0.01 0.00 0.00
H 3.593829 3.430177 4.639205 0.03 -0.02 -0.01
H 2.661101 2.628964 2.477496 -0.01 -0.01 0.00
F -1.699392 -1.461989 -5.148907 0.05 0.03 -0.11
C -2.254417 -1.979466 -6.287013 -0.08 -0.10 -0.17
C -2.138747 -3.331702 -6.519926 0.10 -0.11 0.16
C -2.707065 -3.853514 -7.672643 -0.04 0.09 -0.05
C -3.366909 -3.020304 -8.565621 -0.01 -0.02 -0.02
C -3.464259 -1.660674 -8.306254 0.01 -0.09 0.01
C -2.906342 -1.129053 -7.152447 0.00 0.19 0.08
H -1.613463 -3.960532 -5.813351 0.00 0.02 0.00
H -2.633085 -4.913261 -7.872861 0.02 -0.01 0.01
H -3.804834 -3.431563 -9.464392 0.00 0.00 -0.01
H -3.974032 -1.010059 -9.003132 -0.01 0.02 0.01
H -2.974674 -0.072450 -6.928347 0.03 -0.01 -0.01
F 5.839913 2.364007 5.373091 0.00 0.01 0.01
C 6.248205 1.140709 4.969358 0.06 -0.16 -0.05
C 7.573133 0.960178 4.629577 0.11 0.12 0.00
C 7.990434 -0.298073 4.220741 -0.09 -0.04 0.00
C 7.084458 -1.347569 4.150247 0.01 -0.04 -0.02
C 5.755674 -1.139767 4.493541 0.11 0.04 -0.03
C 5.328801 0.112876 4.910750 -0.20 0.01 0.04
H 8.261548 1.792525 4.687334 -0.02 0.01 0.02
H 9.027106 -0.458671 3.958188 0.01 0.02 0.00
H 7.415059 -2.326203 3.829688 0.00 -0.01 0.01
H 5.047033 -1.955210 4.437695 -0.01 0.00 0.03
H 4.298869 0.292862 5.189990 0.01 0.03 0.00
```
Forces are in eV/Å.



7.
ORCA calculation (wB97M-V/def2-TZVPD) on a cluster of 2 separate species, C3H4FNO in total in a non-equilibrium geometry.

As for the HOMO energy (alpha / beta): -5.958 / -12.411 eV. The multiplicity is 3. Its total energy is -346.30840 hartree.

```
10
Properties=species:S:1:pos:R:3:forces:R:3
C -0.651007 1.027355 -3.276853 2.12 -2.22 -1.22
C 0.129774 -0.096359 0.410929 5.48 -5.74 6.60
C 0.055502 -0.320952 1.822956 -1.07 2.43 -1.07
N -0.643765 0.683157 -0.270655 -5.75 6.28 -0.49
O 0.106964 0.221896 -3.606697 -2.16 2.29 0.96
F 1.153977 -0.907171 -0.122897 -1.02 1.23 -0.83
H -0.260079 0.368212 -1.032696 1.10 -1.19 -7.94
H 1.010815 0.119962 2.052472 0.47 -0.14 1.85
H -0.058243 -1.335507 1.897810 0.12 -2.70 1.50
H -0.843938 0.239407 2.125630 0.70 -0.25 0.64
```
Forces are in eV/Å.



8.
ORCA calculation (wB97M-V/def2-TZVPD) on the molecule C2H3ClSi in a non-equilibrium geometry.

As for the HOMO energy: -10.658 eV. Its total energy is -827.66254 hartree. As for the structure (SMILES): C#C[SiH2]Cl.

```
7
Properties=species:S:1:pos:R:3:forces:R:3
C 0.844042 -1.637060 -0.769767 -0.09 0.57 -0.45
C 0.605219 -0.673386 -0.098829 0.53 -0.03 0.16
Si 0.090087 0.670899 0.957222 -2.54 -0.57 1.01
Cl 0.951673 0.659355 2.800878 0.38 -0.04 0.20
H 1.015596 -2.279709 -1.578120 0.22 -0.88 -0.28
H -1.406441 0.300041 1.211693 1.22 0.54 -0.20
H 0.172789 2.008226 0.432676 0.29 0.42 -0.43
```
Forces are in eV/Å.